[1]
The following is a DFT calculation (ωB97M-V with the def2-TZVPD basis set) of 9 unconnected molecules or ions with the total composition C46H90IN3O12.

The value obtained for the gap between HOMO and LUMO is 7.2 eV. The total charge is 0. Its structure (SMILES) is CCOCCOc1c(C[C@H](C)I)c(CCCCO)c(CCCN)c2nc(-c3ccccc3)c(CCO)nc12.CCO.CCO.CCO.CCO.CCO.CCO.CCO.CCO. The highest occupied orbital energy is -7.9 eV. For the total energy, the calculation gives -3171.01046 Ha.

Last column: Löwdin charge in e.
Atoms and positions in Å:
C 3.9757 -3.4658 -3.2856  -0.07
C 2.6517 -3.0329 -4.1277  -0.24
O 2.3191 -1.6364 -3.9466  -0.20
C 0.9036 -1.3829 -4.1827  -0.16
C 0.2696 -0.4203 -3.0405  -0.14
O -0.6418 -1.1184 -2.1379  -0.18
C -0.4059 -0.5848 -0.8105  -0.14
C 0.7116 -1.2235 0.0362  -0.08
C 1.5219 -2.4415 -0.6040  -0.18
C 0.9306 -3.8088 0.0543  -0.69
C 1.7900 -5.1142 -0.4336  -0.15
I -1.1791 -4.1487 -0.4191  0.87
C 0.9886 -0.6356 1.4878  -0.04
C 2.1838 -1.2865 2.3247  -0.14
C 3.5951 -0.5375 2.1816  -0.19
C 4.4501 -0.9650 0.8843  -0.17
C 4.0610 0.0355 -0.3024  -0.26
O 4.6117 -0.3219 -1.5990  -0.11
C 0.0856 0.5354 2.0170  -0.04
C 0.2762 1.1395 3.4845  -0.17
C 1.7101 1.8203 3.7754  -0.21
C 1.6743 2.9722 4.9041  -0.26
N 3.0651 3.5857 4.9591  -0.05
C -1.0536 1.1474 1.1004  -0.10
N -1.8161 2.2278 1.6618  0.13
C -2.8490 2.6939 0.7991  -0.13
C -3.7759 3.8717 1.3851  -0.14
C -3.3200 5.3645 1.3777  0.00
C -4.2964 6.4147 2.0246  -0.07
C -5.6576 6.0459 2.6604  -0.08
C -6.1236 4.5605 2.6295  -0.06
C -5.1699 3.4952 1.9932  -0.02
C -3.0923 2.0767 -0.6071  -0.13
C -4.3359 2.6768 -1.4571  -0.11
C -4.0008 2.7448 -3.0500  -0.24
O -3.3622 4.0274 -3.3201  -0.12
N -2.3477 1.0402 -1.2410  0.15
C -1.3292 0.6100 -0.3213  -0.08
H 4.2087 -4.5842 -3.4346  0.09
H 4.9067 -2.8781 -3.5906  0.06
H 3.8030 -3.3028 -2.1600  0.05
H 2.8567 -3.3444 -5.2087  0.12
H 1.8022 -3.6866 -3.6902  0.11
H 0.8521 -0.7619 -5.1599  0.13
H 0.2858 -2.3237 -4.3768  0.12
H -0.2857 0.4741 -3.4978  0.13
H 1.1563 -0.0163 -2.4292  0.13
H 1.3426 -2.5631 -1.7391  0.10
H 2.6540 -2.3816 -0.4704  0.09
H 1.0022 -3.8167 1.1985  0.07
H 2.7310 -4.7902 -0.9993  0.06
H 1.1061 -5.6759 -1.1651  0.04
H 2.0229 -5.8067 0.4510  0.08
H 2.2917 -2.3790 2.0157  0.10
H 1.9005 -1.2526 3.4478  0.12
H 3.5313 0.6077 2.1795  0.09
H 4.2251 -0.8174 3.1036  0.12
H 4.3944 -2.0731 0.6169  0.11
H 5.5581 -0.7559 1.1515  0.12
H 2.9325 0.2233 -0.4141  0.11
H 4.5183 1.0622 -0.0231  0.10
H 4.1044 0.2390 -2.2392  0.09
H -0.5244 1.8877 3.7998  0.10
H 0.1872 0.2473 4.2158  0.12
H 2.2326 2.1575 2.8033  0.10
H 2.3858 0.9800 4.2025  0.10
H 0.8967 3.7854 4.7173  0.11
H 1.5317 2.5036 5.9533  0.12
H 3.3074 3.8395 3.9776  0.02
H 3.7296 2.8122 5.1740  0.06
H -2.3232 5.6777 0.9236  0.09
H -3.9661 7.5084 2.0255  0.08
H -6.3302 6.8220 3.1519  0.09
H -7.1191 4.2729 3.0984  0.08
H -5.5459 2.4124 2.0152  0.10
H -4.6089 3.7407 -1.1552  0.11
H -5.2366 1.9598 -1.3722  0.13
H -3.4128 1.8418 -3.4227  0.11
H -5.0151 2.7874 -3.6067  0.13
H -2.3865 3.9395 -3.2935  0.08
C -4.4029 -3.9523 2.5519  -0.09
C -5.6581 -3.6848 1.7453  -0.32
O -5.3898 -2.7399 0.7169  -0.09
H -4.0280 -3.0262 2.9962  0.09
H -4.5969 -4.6731 3.3500  0.05
H -3.6079 -4.3436 1.9110  0.03
H -6.4433 -3.2739 2.3842  0.11
H -6.0324 -4.6064 1.2877  0.11
H -4.7010 -3.1126 0.1502  0.07
C -2.9672 8.5861 -1.1611  -0.08
C -1.4787 8.4913 -1.4100  -0.31
O -1.0151 7.1873 -1.0786  -0.10
H -3.1921 8.3657 -0.1143  0.05
H -3.3411 9.5837 -1.4035  0.08
H -3.5093 7.8513 -1.7636  0.08
H -0.9389 9.2106 -0.7903  0.12
H -1.2441 8.6955 -2.4587  0.09
H -1.4926 6.5584 -1.6368  0.07
C -0.7826 -5.7173 -6.0924  -0.09
C -0.8849 -6.3932 -4.7394  -0.32
O -0.2066 -5.6245 -3.7537  -0.13
H 0.2647 -5.5954 -6.3820  0.07
H -1.2953 -6.3011 -6.8606  0.07
H -1.2229 -4.7161 -6.0590  0.07
H -0.4250 -7.3832 -4.7710  0.11
H -1.9309 -6.5078 -4.4378  0.11
H -0.6245 -4.7526 -3.7243  0.04
C -1.9880 -5.9382 5.7196  -0.09
C -0.8482 -4.9388 5.7332  -0.32
O -0.3626 -4.7265 4.4126  -0.09
H -1.6579 -6.8906 5.2957  0.08
H -2.3653 -6.1135 6.7301  0.07
H -2.8099 -5.5792 5.0952  0.05
H -0.0204 -5.3111 6.3408  0.11
H -1.1757 -3.9791 6.1459  0.11
H -1.0971 -4.3887 3.8819  0.07
C 1.3802 8.1426 -5.7068  -0.09
C 0.0591 8.1792 -4.9646  -0.33
O -0.5113 9.4798 -5.0436  -0.09
H 2.0765 8.8729 -5.2864  0.08
H 1.8331 7.1499 -5.6496  0.07
H 1.2399 8.4051 -6.7596  0.07
H 0.2066 7.9382 -3.9096  0.10
H -0.6482 7.4584 -5.3878  0.11
H -0.6471 9.6826 -5.9786  0.08
C 7.8768 -3.6563 -4.2320  -0.10
C 7.7699 -4.5204 -5.4721  -0.32
O 6.4333 -4.9764 -5.6360  -0.09
H 7.5713 -4.2182 -3.3454  0.08
H 8.9005 -3.3018 -4.0898  0.07
H 7.2119 -2.7908 -4.3059  0.06
H 8.4181 -5.3950 -5.3861  0.11
H 8.0628 -3.9602 -6.3658  0.11
H 5.8685 -4.1966 -5.7199  0.07
C 5.7588 4.7338 0.5612  -0.08
C 5.2255 3.6574 1.4851  -0.30
O 4.1046 4.1449 2.2123  -0.11
H 6.0518 5.6186 1.1323  0.08
H 6.6243 4.3732 0.0004  0.08
H 4.9882 5.0522 -0.1472  0.07
H 5.9906 3.3579 2.2048  0.12
H 4.9196 2.7744 0.9196  0.08
H 3.4280 4.4003 1.5699  0.10
C -6.7772 -6.4191 7.1132  -0.09
C -5.6375 -5.4199 7.1198  -0.31
O -5.1594 -5.2106 5.7962  -0.11
H -6.4494 -7.3719 6.6891  0.08
H -7.1500 -6.5931 8.1254  0.07
H -7.6027 -6.0604 6.4912  0.07
H -4.8070 -5.7915 7.7239  0.11
H -5.9621 -4.4595 7.5325  0.11
H -5.8968 -4.8735 5.2698  0.08

[2]
The following is a DFT calculation (ωB97M-V with the def2-TZVPD basis set) of 2 unconnected molecules or ions with the total composition F2H2S.

The value obtained for the gap between HOMO and LUMO is 8.7 eV. The total charge is 0. Its structure (SMILES) is FF.S. The highest occupied orbital energy is -9.8 eV. The value obtained for the energy above the lowest of the compared OMol25 structures with the same formula, charge and spin is 0.007 eV. For the total energy, the calculation gives -598.92677 Ha.

Last column: Löwdin charge in e.
Atoms and positions in Å:
F -1.8358 0.6711 0.0597  -0.01
F -2.3609 -0.6063 -0.0555  0.01
S 2.1592 -0.0122 -0.0828  0.47
H 0.8934 0.3259 0.2309  -0.25
H 2.3299 -0.7149 1.0561  -0.22

[3]
The following is a DFT calculation (ωB97M-V with the def2-TZVPD basis set) of C4H6O in the gas phase.

The value obtained for the gap between HOMO and LUMO is 10.6 eV. The total charge is 0. Its structure (SMILES) is C#C[C@H](C)O. The highest occupied orbital energy is -9.9 eV. The value obtained for the energy above the lowest of the compared OMol25 structures with the same formula, charge and spin is 1.647 eV. For the total energy, the calculation gives -231.16321 Ha.

Last column: Löwdin charge in e.
Atoms and positions in Å:
C 0.7597 -1.9098 1.2499  0.13
C 0.6278 -0.8673 0.6373  -0.10
C 0.3668 0.3683 -0.0569  -0.52
C -1.0988 0.4801 -0.3536  -0.07
O 1.1340 0.5012 -1.2397  -0.04
H 1.0173 -2.8540 1.7523  0.04
H 0.5530 1.2037 0.6866  0.16
H -1.3361 1.4876 -0.7338  0.08
H -1.4043 -0.2678 -1.0952  0.09
H -1.6512 0.3921 0.6491  0.11
H 1.0319 1.4659 -1.4962  0.13

[4]
The following is a DFT calculation (ωB97M-V with the def2-TZVPD basis set) of 2 unconnected molecules or ions with the total composition C6H16.

The value obtained for the gap between HOMO and LUMO is 12.0 eV. The total charge is 0. Its structure (SMILES) is CC(C)C.CC. The highest occupied orbital energy is -10.9 eV. The value obtained for the energy above the lowest of the compared OMol25 structures with the same formula, charge and spin is 0.570 eV. For the total energy, the calculation gives -238.17557 Ha.

Last column: Löwdin charge in e.
Atoms and positions in Å:
C -0.5684 -0.9935 2.4521  -0.11
C 0.2028 -0.6956 1.1911  -0.49
C 1.1640 0.4800 1.2237  -0.08
C 0.9445 -2.0264 0.8238  -0.09
H -1.0100 -0.1235 2.9516  0.07
H 0.1522 -1.3548 3.2081  0.08
H -1.3405 -1.7614 2.4465  0.07
H -0.5180 -0.5907 0.3731  0.11
H 2.0997 0.3042 1.7529  0.08
H 1.5163 0.5749 0.1966  0.06
H 0.6171 1.3600 1.5472  0.08
H 0.2007 -2.8136 0.8866  0.07
H 1.3855 -1.9867 -0.1744  0.07
H 1.7881 -2.1590 1.5033  0.07
C -0.5975 1.1507 -2.0821  -0.17
C -1.1051 1.9442 -3.3262  -0.16
H -0.4178 0.1126 -2.3773  0.06
H 0.3515 1.5725 -1.7761  0.05
H -1.3917 1.0666 -1.3487  0.06
H -0.4510 2.8029 -3.4707  0.05
H -2.1257 2.2714 -3.1495  0.06
H -1.0463 1.3731 -4.2500  0.06

[5]
The following is a DFT calculation (ωB97M-V with the def2-TZVPD basis set) of a molecular structure, C55H59N3O2P2S2TeW.

The value obtained for the gap between HOMO and LUMO (alpha / beta) is 6.3 / 5.4 eV. The total charge is +3. The highest occupied orbital energy (alpha / beta) is -15.5 / -15.6 eV. The value obtained for the energy above the lowest of the compared OMol25 structures with the same formula, charge and spin is 0.944 eV. As for the spin multiplicity: 2. For the total energy, the calculation gives -4259.33912 Ha.

Last column: Löwdin charge in e.
Atoms and positions in Å:
W -1.5106 -1.0346 -0.5057  1.25
S 0.3745 -2.2117 0.2365  0.51
P -0.6236 -2.1462 2.0491  0.61
C -2.0320 -1.3413 1.4507  -0.72
P -3.7043 -1.8785 1.5244  0.64
S -3.7036 -2.0932 -0.4999  0.59
C -4.0886 -3.3872 2.3905  -0.37
C -3.8678 -3.4877 3.7655  -0.11
C -4.2564 -4.6345 4.4353  -0.05
C -4.8720 -5.6710 3.7409  -0.03
C -5.0902 -5.5706 2.3743  -0.04
C -4.6924 -4.4308 1.6917  -0.08
C -4.8799 -0.6178 2.0146  -0.34
C -4.9875 0.5406 1.2374  -0.12
C -5.9132 1.5134 1.5661  -0.05
C -6.7474 1.3340 2.6662  -0.03
C -6.6599 0.1771 3.4250  -0.04
C -5.7340 -0.8044 3.1004  -0.05
C 0.3411 -1.1348 3.1628  -0.37
C 1.7009 -1.3984 3.3285  -0.09
C 2.4332 -0.6521 4.2364  -0.05
C 1.8115 0.3459 4.9799  -0.04
C 0.4559 0.6024 4.8193  -0.05
C -0.2840 -0.1379 3.9092  -0.08
C -0.7677 -3.7909 2.7054  -0.36
C -0.5072 -4.0097 4.0583  -0.07
C -0.6276 -5.2914 4.5724  -0.04
C -1.0083 -6.3372 3.7432  -0.03
C -1.2687 -6.1147 2.3935  -0.04
C -1.1441 -4.8424 1.8671  -0.08
H -3.4015 -2.6771 4.3162  0.12
H -4.0895 -4.7188 5.5011  0.12
H -5.1864 -6.5601 4.2718  0.12
H -5.5716 -6.3769 1.8377  0.12
H -4.8604 -4.3600 0.6243  0.09
H -4.3870 0.6653 0.3436  0.09
H -6.0050 2.3984 0.9504  0.12
H -7.4816 2.0885 2.9152  0.12
H -7.3241 0.0248 4.2649  0.12
H -5.6997 -1.7101 3.6898  0.10
H 2.1858 -2.1816 2.7550  0.11
H 3.4868 -0.8541 4.3782  0.12
H 2.3857 0.9174 5.6972  0.12
H -0.0255 1.3693 5.4113  0.12
H -1.3460 0.0476 3.7942  0.10
H -0.2036 -3.1964 4.7054  0.11
H -0.4177 -5.4729 5.6178  0.12
H -1.0953 -7.3378 4.1463  0.12
H -1.5561 -6.9376 1.7530  0.12
H -1.3367 -4.6705 0.8136  0.11
C 3.0220 4.6550 -0.3760  -0.06
C 1.6431 5.1451 0.0525  -0.18
N 0.7188 5.3174 -1.0684  -0.05
C 0.8833 6.4941 -1.9372  -0.16
C 1.8316 6.2864 -3.1089  -0.05
C -0.2107 4.4125 -1.4246  -0.42
O -0.8023 4.4083 -2.4914  0.09
C -0.6930 3.4163 -0.3792  -0.08
C -1.3411 3.8571 0.7706  0.05
C -1.9631 2.9190 1.5718  0.01
C -1.9250 1.5894 1.2168  -0.13
N -1.3117 1.1286 0.1002  -0.04
C -0.7159 2.0708 -0.6733  -0.07
H 3.5890 4.3226 0.4946  0.08
H 3.5972 5.4419 -0.8602  0.07
H 2.9359 3.8234 -1.0792  0.06
H 1.7283 6.1035 0.5664  0.13
H 1.2094 4.4479 0.7672  0.10
H 1.2133 7.3114 -1.2958  0.13
H -0.1059 6.7470 -2.3149  0.13
H 2.8712 6.1955 -2.7967  0.07
H 1.7607 7.1343 -3.7905  0.09
H 1.5423 5.3890 -3.6552  0.05
H -1.3603 4.9119 1.0178  0.15
H -2.4920 3.1992 2.4722  0.13
H -2.4024 0.8544 1.8358  0.06
H -0.2724 1.7469 -1.5985  0.04
C -2.6213 -1.5434 -4.2106  0.03
C -2.1320 -1.3919 -2.8210  -0.75
O -2.3967 -0.2420 -2.1580  -0.30
N -1.4142 -2.2205 -2.1235  -0.17
Te 1.1807 -0.3548 -2.4350  1.74
C 1.9692 1.1621 -3.5834  -0.35
C 0.9899 2.0001 -4.2093  -0.28
C -0.4938 1.7433 -4.1950  -0.06
C 1.4162 3.0980 -4.9253  0.00
C 2.7708 3.3530 -5.1265  -0.20
C 3.2300 4.4921 -5.9733  -0.01
C 3.7105 2.4605 -4.5807  0.03
C 3.3570 1.3565 -3.8439  -0.25
C 4.4575 0.4291 -3.4025  -0.02
C 2.7997 -1.2147 -1.4052  -0.49
C 3.2754 -2.4632 -1.7946  -0.33
C 2.7747 -3.2206 -2.9944  -0.05
C 4.2964 -3.0265 -1.0296  0.02
C 4.8238 -2.3879 0.0824  -0.23
C 5.9423 -2.9997 0.8734  -0.02
C 4.2940 -1.1463 0.4526  0.00
C 3.2793 -0.5450 -0.2667  -0.35
C 2.7068 0.7710 0.1843  -0.07
H -1.9688 -0.9834 -4.8869  0.09
H -3.6224 -1.1225 -4.2963  0.11
H -2.6094 -2.5896 -4.5040  0.10
H -0.8176 0.9067 -3.5788  -0.01
H -0.8259 1.5322 -5.2139  0.11
H -1.0272 2.6298 -3.8495  0.08
H 0.6732 3.7538 -5.3639  0.15
H 2.4622 5.2557 -6.0794  0.09
H 3.4704 4.1180 -6.9732  0.11
H 4.1405 4.9401 -5.5756  0.10
H 4.7615 2.6344 -4.7803  0.14
H 5.3750 0.6987 -3.9209  0.10
H 4.2348 -0.6082 -3.6473  0.08
H 4.6533 0.4839 -2.3309  0.09
H 1.8843 -2.7863 -3.4504  0.03
H 2.5254 -4.2460 -2.7203  0.10
H 3.5454 -3.2715 -3.7666  0.10
H 4.6920 -3.9927 -1.3220  0.14
H 6.1459 -4.0201 0.5562  0.09
H 5.7094 -3.0111 1.9389  0.09
H 6.8574 -2.4181 0.7489  0.10
H 4.6929 -0.6376 1.3240  0.13
H 3.2896 1.1852 1.0068  0.09
H 1.6794 0.6449 0.5449  0.05
H 2.6957 1.5138 -0.6159  0.05

[6]
The following is a DFT calculation (ωB97M-V with the def2-TZVPD basis set) of a molecular structure, C25H31ClMnN4OSTe.

The value obtained for the gap between HOMO and LUMO (alpha / beta) is 6.1 / 5.4 eV. The total charge is +2. The highest occupied orbital energy (alpha / beta) is -13.1 / -12.4 eV. The value obtained for the energy above the lowest of the compared OMol25 structures with the same formula, charge and spin is 0.000 eV. As for the spin multiplicity: 2. For the total energy, the calculation gives -3542.32553 Ha.

Last column: Löwdin charge in e.
Atoms and positions in Å:
Mn -0.1972 -0.0397 -0.9892  0.42
C -1.4763 3.7685 0.3781  0.02
C -1.1276 2.5611 -0.4222  -0.21
N -0.7323 1.4294 0.1216  -0.03
N -0.6004 1.4009 1.4986  0.08
C -0.2199 0.2942 2.0996  -0.64
N -0.0383 0.2201 3.4012  0.20
S 0.1032 -1.1391 1.1002  0.58
C -1.1163 2.4893 -1.8637  -0.20
C -1.4423 3.5424 -2.7189  0.03
C -1.3351 3.3651 -4.0814  -0.01
C -0.9017 2.1378 -4.5772  0.00
C -0.6071 1.1313 -3.6853  -0.08
N -0.7173 1.2858 -2.3565  0.02
H -2.2444 3.5465 1.1242  0.11
H -1.8712 4.5615 -0.2479  0.09
H -0.5918 4.1731 0.8836  0.10
H -0.6674 2.2779 2.0042  0.16
H -0.2232 0.9960 4.0211  0.15
H 0.2373 -0.6593 3.8183  0.11
H -1.7646 4.4918 -2.3179  0.12
H -1.5782 4.1737 -4.7571  0.13
H -0.7932 1.9672 -5.6386  0.13
H -0.2600 0.1620 -4.0174  0.12
C -2.3379 -2.1555 -3.8709  -0.04
C -1.9710 -1.7406 -2.4635  -0.24
O -0.5386 -1.6786 -2.2315  -0.30
C 0.0681 -2.9978 -2.2479  -0.22
C 1.5247 -2.9247 -1.8788  -0.05
H -3.4152 -2.0455 -3.9977  0.10
H -2.0915 -3.1955 -4.0747  0.09
H -1.8463 -1.5234 -4.6096  0.08
H -2.4000 -2.4250 -1.7250  0.11
H -2.3455 -0.7339 -2.2576  0.11
H -0.0501 -3.3970 -3.2540  0.13
H -0.4915 -3.6339 -1.5549  0.12
H 2.0684 -2.2419 -2.5305  0.09
H 1.9624 -3.9160 -1.9967  0.10
H 1.6717 -2.6244 -0.8407  0.05
Te -1.7090 -2.6425 1.7800  1.18
C -0.7419 -3.3017 3.5079  -0.64
C -1.1521 -2.7950 4.7427  -0.17
C -0.5249 -3.2358 5.9002  -0.06
C 0.5009 -4.1689 5.8202  -0.04
C 0.8996 -4.6761 4.5892  -0.05
C 0.2753 -4.2519 3.4269  -0.14
H -1.9664 -2.0832 4.8036  0.10
H -0.8457 -2.8614 6.8630  0.12
H 0.9847 -4.5132 6.7243  0.12
H 1.6888 -5.4138 4.5363  0.12
H 0.5720 -4.6629 2.4708  0.10
Cl 2.7078 5.3726 2.0739  0.70
C 2.5160 3.9388 1.1252  -0.69
C 2.1768 4.0410 -0.2175  -0.10
C 1.9876 2.8889 -0.9645  -0.05
C 2.1253 1.6215 -0.3909  -0.30
C 1.7878 0.3924 -1.1389  -0.14
C 2.5315 1.5508 0.9447  -0.07
C 2.7241 2.6955 1.7050  -0.10
H 2.0742 5.0190 -0.6694  0.12
H 1.7330 2.9745 -2.0152  0.12
H 2.3123 -0.4864 -0.7649  0.05
H 1.9155 0.4800 -2.2202  0.08
H 2.7256 0.5798 1.3915  0.11
H 3.0589 2.6338 2.7324  0.11